1.
{
  "formula": "C46H46IIrN3O3P2S2",
  "method": "ωB97M-V/def2-TZVPD",
  "elements": ["Ir", "O", "C", "C", "C", "C", "C", "C", "P", "C", "C", "C", "C", "C", "C", "C", "C", "C", "C", "C", "C", "C", "C", "C", "C", "C", "C", "P", "C", "C", "C", "C", "C", "C", "C", "C", "C", "C", "C", "C", "H", "H", "H", "H", "H", "H", "H", "H", "H", "H", "H", "H", "H", "H", "H", "H", "H", "H", "H", "H", "H", "H", "H", "H", "H", "H", "H", "H", "C", "N", "C", "C", "N", "C", "S", "H", "H", "H", "H", "H", "H", "N", "C", "O", "C", "I", "H", "H", "H", "H", "O", "S", "C", "C", "C", "C", "H", "H", "H", "H", "H", "H", "H", "H"],
  "positions_angstrom": [[-0.51296, 0.34793, -0.31910], [1.98193, -1.64913, 0.61967], [1.96811, -1.97403, 1.94989], [2.47625, -3.12767, 2.52511], [2.41975, -3.25459, 3.90523], [1.86600, -2.25413, 4.70121], [1.29931, -1.14436, 4.10707], [1.32588, -1.01009, 2.71221], [0.52470, 0.39269, 1.93017], [-0.87117, 0.69930, 3.06403], [-1.10439, 1.92905, 3.68271], [-2.13171, 2.05787, 4.61634], [-2.91782, 0.96293, 4.94709], [-2.67758, -0.27019, 4.34817], [-1.66097, -0.40293, 3.41640], [1.70961, 1.75664, 2.07504], [1.38843, 3.10733, 1.89108], [2.31222, 4.09649, 2.18831], [3.57650, 3.75743, 2.65896], [3.92035, 2.42138, 2.80378], [2.99752, 1.42680, 2.51261], [2.48499, -2.46483, -0.36500], [3.72867, -3.06968, -0.34142], [4.08774, -3.87437, -1.41342], [3.22308, -4.06619, -2.48823], [2.00328, -3.41736, -2.51727], [1.62465, -2.60448, -1.44315], [0.06293, -1.70674, -1.55274], [-1.22646, -2.94993, -1.31211], [-2.54622, -2.77374, -1.74917], [-3.47981, -3.78124, -1.57457], [-3.12206, -4.96038, -0.92942], [-1.82990, -5.12523, -0.45392], [-0.88263, -4.12837, -0.64825], [0.10858, -1.22537, -3.31058], [-0.81558, -1.65655, -4.26815], [-0.62649, -1.35001, -5.61215], [0.49619, -0.64672, -6.01717], [1.44715, -0.26034, -5.07626], [1.25933, -0.54766, -3.73686], [2.92143, -3.90501, 1.92270], [2.82615, -4.14415, 4.36824], [1.86674, -2.35228, 5.77759], [0.84586, -0.38265, 4.72705], [-0.46666, 2.77689, 3.48573], [-2.28819, 3.00696, 5.11286], [-3.69508, 1.05928, 5.69424], [-3.26363, -1.13426, 4.63361], [-1.44682, -1.38250, 3.00477], [0.40939, 3.39400, 1.53313], [2.04108, 5.13781, 2.07029], [4.28724, 4.53320, 2.91264], [4.90171, 2.14606, 3.16685], [3.28171, 0.39409, 2.66466], [4.40401, -2.91964, 0.48924], [5.05454, -4.36015, -1.40962], [3.51070, -4.71308, -3.30522], [1.34777, -3.54772, -3.36939], [-2.84576, -1.86009, -2.25014], [-4.48523, -3.66203, -1.95862], [-3.84941, -5.75197, -0.80662], [-1.54801, -6.04196, 0.04621], [0.13121, -4.28812, -0.30478], [-1.66253, -2.26589, -3.99799], [-1.34485, -1.69498, -6.34391], [0.65241, -0.43157, -7.06600], [2.35172, 0.23820, -5.40243], [2.02558, -0.29058, -3.01619], [-5.47427, -1.03751, -0.06749], [-4.92006, 0.11420, 0.65878], [-5.68932, 1.05155, 1.30588], [-4.84360, 1.88581, 1.96586], [-3.57540, 1.44695, 1.69575], [-3.62535, 0.36928, 0.90294], [-2.31462, -0.73034, 0.45846], [-6.45149, -0.75874, -0.45159], [-5.56940, -1.88291, 0.61123], [-4.81806, -1.29462, -0.89157], [-6.76536, 1.03699, 1.25327], [-5.04172, 2.72901, 2.60540], [-2.71447, 1.81711, 2.09397], [-2.17245, 4.29481, 0.27080], [-1.82455, 3.16894, -0.33093], [-1.26850, 2.25296, 0.31489], [-2.15432, 3.09455, -1.79736], [-1.60186, 1.24367, -2.69899], [-1.95520, 4.43670, 1.24713], [-2.60657, 5.05864, -0.22767], [-1.61796, 3.86988, -2.34306], [-3.22167, 3.25077, -1.94933], [1.26663, 1.11558, -1.07644], [1.61516, 2.63385, -1.25915], [1.69337, 2.93770, -3.05032], [3.05917, 3.57919, -3.28495], [4.03455, 2.76136, -2.44702], [3.42135, 2.68224, -1.05220], [0.84510, 3.55415, -3.34389], [1.61804, 1.95959, -3.52220], [3.05580, 4.62194, -2.95950], [3.29829, 3.57589, -4.34751], [5.02252, 3.21641, -2.40138], [4.15126, 1.75946, -2.86534], [3.62147, 3.56953, -0.45159], [3.67300, 1.79801, -0.46991]],
  "forces_ev_per_a": [[0.2, -0.5, -0.1], [0.4, 0.1, 0.2], [-0.1, -0.1, -0.3], [0.1, 0.0, 0.0], [0.0, 0.0, 0.0], [0.0, 0.0, 0.0], [0.0, 0.0, 0.0], [-0.3, -0.1, 0.1], [-0.1, 0.0, -0.3], [0.2, 0.1, 0.1], [0.0, -0.1, 0.0], [0.0, 0.0, 0.0], [0.0, 0.0, 0.0], [-0.1, 0.0, 0.0], [0.1, 0.0, 0.0], [0.1, -0.1, 0.0], [-0.1, 0.0, 0.0], [0.0, 0.0, 0.0], [0.0, 0.0, 0.0], [0.0, 0.0, 0.0], [0.0, 0.0, 0.0], [-0.4, -0.1, 0.0], [0.0, 0.0, 0.0], [0.0, 0.0, 0.0], [0.0, 0.0, 0.1], [0.0, 0.0, 0.0], [0.2, 0.1, -0.1], [-0.1, 0.2, 0.3], [0.1, -0.1, 0.1], [0.0, 0.0, 0.0], [0.0, 0.0, 0.0], [0.0, 0.0, 0.0], [0.0, 0.0, 0.0], [0.0, 0.0, 0.0], [0.0, -0.2, -0.1], [0.0, 0.1, 0.0], [0.0, 0.0, 0.0], [0.0, 0.0, 0.0], [0.0, 0.0, 0.0], [0.0, 0.0, 0.0], [0.0, 0.0, 0.0], [0.0, 0.0, 0.0], [0.0, 0.0, 0.0], [0.0, 0.0, 0.0], [0.1, 0.0, 0.0], [0.0, 0.0, 0.0], [0.0, 0.0, 0.0], [0.0, 0.0, 0.0], [0.0, 0.0, 0.0], [0.0, 0.0, 0.0], [0.0, 0.0, 0.0], [0.0, 0.0, 0.0], [0.0, 0.0, 0.0], [0.0, 0.0, 0.0], [0.0, 0.0, 0.0], [0.0, 0.0, 0.0], [0.0, 0.0, 0.0], [0.0, 0.0, 0.0], [0.0, 0.0, -0.1], [0.0, 0.0, 0.0], [0.0, 0.0, 0.0], [0.0, 0.0, 0.0], [0.0, 0.0, 0.0], [-0.1, 0.0, 0.1], [0.0, 0.0, 0.0], [0.0, 0.0, 0.0], [0.0, 0.0, 0.0], [0.0, 0.0, 0.0], [0.0, 0.0, 0.0], [-0.1, 0.0, 0.2], [0.0, -0.1, 0.0], [0.1, 0.0, 0.0], [-0.2, 0.1, -0.2], [0.3, -0.2, 0.1], [-0.3, 0.3, -0.2], [0.0, 0.0, 0.0], [0.0, 0.0, 0.0], [0.0, 0.0, 0.0], [0.0, 0.0, 0.0], [0.0, 0.0, 0.0], [0.0, -0.1, 0.1], [0.0, -0.1, 0.1], [0.0, 0.1, -0.2], [0.1, 0.4, 0.3], [-0.1, 0.0, -0.1], [-0.1, 0.0, 0.0], [0.0, 0.0, 0.0], [0.0, 0.0, 0.0], [0.0, 0.0, 0.0], [0.0, 0.0, 0.0], [0.1, 0.0, 0.0], [0.0, 0.0, 0.0], [0.0, 0.1, 0.0], [0.0, 0.0, 0.0], [0.0, 0.0, 0.0], [0.0, 0.0, 0.0], [0.0, 0.0, 0.0], [0.0, 0.0, 0.0], [0.0, 0.0, 0.0], [0.0, 0.0, 0.0], [0.0, 0.0, 0.0], [0.0, 0.0, 0.0], [0.0, 0.0, 0.0], [0.0, 0.0, 0.1]],
  "gap_ev": [6.46, 4.41],
  "spin_multiplicity": 2,
  "relative_energy_kj_mol": 0.0,
  "homo_ev": [-17.700, -17.700],
  "e_tot_ha": -4050.336988,
  "total_charge": 4
}

2.
{
  "formula": "C46H46IIrN3O3P2S2",
  "method": "ωB97M-V/def2-TZVPD",
  "elements": ["Ir", "O", "C", "C", "C", "C", "C", "C", "P", "C", "C", "C", "C", "C", "C", "C", "C", "C", "C", "C", "C", "C", "C", "C", "C", "C", "C", "P", "C", "C", "C", "C", "C", "C", "C", "C", "C", "C", "C", "C", "H", "H", "H", "H", "H", "H", "H", "H", "H", "H", "H", "H", "H", "H", "H", "H", "H", "H", "H", "H", "H", "H", "H", "H", "H", "H", "H", "H", "C", "N", "C", "C", "N", "C", "S", "H", "H", "H", "H", "H", "H", "N", "C", "O", "C", "I", "H", "H", "H", "H", "O", "S", "C", "C", "C", "C", "H", "H", "H", "H", "H", "H", "H", "H"],
  "positions_angstrom": [[-0.02172, 0.02551, 0.61788], [-0.90456, -1.79667, -2.25578], [-0.61449, -1.07312, -3.41232], [-0.77348, -1.54342, -4.70398], [-0.42705, -0.72258, -5.76861], [0.07994, 0.54742, -5.55111], [0.21317, 1.01141, -4.25673], [-0.15215, 0.21676, -3.16408], [0.10377, 0.99154, -1.53612], [-0.92886, 2.48777, -1.58026], [-2.10139, 2.55852, -0.83134], [-2.93812, 3.66286, -0.91061], [-2.60877, 4.72448, -1.74026], [-1.43692, 4.67334, -2.48537], [-0.60362, 3.56856, -2.40895], [1.85725, 1.41809, -1.61377], [2.41240, 2.70283, -1.53838], [3.75925, 2.89587, -1.79542], [4.56630, 1.82310, -2.15146], [4.02286, 0.55135, -2.26345], [2.68026, 0.34829, -1.99619], [-0.57386, -3.13619, -2.08752], [-0.95111, -4.15561, -2.94488], [-0.55699, -5.45626, -2.66225], [0.18099, -5.75167, -1.52666], [0.49938, -4.73909, -0.64294], [0.13689, -3.41307, -0.92022], [0.55795, -2.24043, 0.38702], [-0.05010, -3.17464, 1.82199], [0.80664, -3.57093, 2.84221], [0.33725, -4.38180, 3.87116], [-0.99127, -4.78474, 3.89285], [-1.84484, -4.41026, 2.86277], [-1.37334, -3.62336, 1.82024], [2.34257, -2.09980, 0.52000], [2.92939, -1.26546, 1.48563], [4.31020, -1.21794, 1.61171], [5.11161, -2.00490, 0.79778], [4.53675, -2.82319, -0.16959], [3.16215, -2.85874, -0.32521], [-1.15827, -2.52443, -4.91794], [-0.54633, -1.09571, -6.77720], [0.38104, 1.16924, -6.38264], [0.64568, 1.98863, -4.10412], [-2.35895, 1.75518, -0.15759], [-3.84664, 3.70097, -0.32279], [-3.25706, 5.58802, -1.80873], [-1.17118, 5.49752, -3.13433], [0.29684, 3.57024, -3.00441], [1.79768, 3.56279, -1.33352], [4.17366, 3.89515, -1.76219], [5.60997, 1.98930, -2.38460], [4.63632, -0.27232, -2.59613], [2.25670, -0.63477, -2.15983], [-1.57174, -3.98171, -3.80708], [-0.84950, -6.24790, -3.33959], [0.48148, -6.76899, -1.31765], [1.03417, -4.98004, 0.26761], [1.85508, -3.29743, 2.81316], [1.01747, -4.72214, 4.64219], [-1.34988, -5.42631, 4.68676], [-2.86294, -4.77641, 2.84532], [-2.01844, -3.43778, 0.96679], [2.31881, -0.69546, 2.17318], [4.75930, -0.59254, 2.37181], [6.18692, -1.98863, 0.91994], [5.16331, -3.44340, -0.79741], [2.73155, -3.50845, -1.07493], [-5.17684, 0.11976, 1.65552], [-4.65267, -0.13947, 0.29707], [-5.39506, -0.13231, -0.83561], [-4.54816, -0.41265, -1.88533], [-3.31788, -0.57541, -1.35128], [-3.35857, -0.39819, -0.01883], [-2.10911, -0.56328, 1.13946], [-6.24793, -0.05694, 1.63807], [-4.97250, 1.15299, 1.92653], [-4.70926, -0.56762, 2.35520], [-6.45757, 0.05233, -0.83465], [-4.75733, -0.52107, -2.93690], [-2.46907, -0.86879, -1.84443], [0.17812, -0.91086, 4.92677], [-0.23535, -0.18459, 3.90977], [0.09069, -0.52368, 2.73916], [-1.16275, 0.96451, 4.19561], [-0.20664, 2.47813, 5.32619], [0.75540, -1.72106, 4.75409], [-0.02892, -0.66261, 5.88364], [-1.99397, 0.60081, 4.79533], [-1.49358, 1.38438, 3.25300], [0.19198, 1.93669, 1.49258], [0.60566, 3.39792, 1.10643], [2.09549, 3.78430, 2.02293], [1.92316, 5.28419, 2.25915], [0.50322, 5.48277, 2.81134], [-0.44190, 4.50164, 2.09058], [2.95887, 3.51023, 1.41889], [2.07053, 3.20214, 2.94624], [2.05278, 5.83164, 1.32212], [2.68975, 5.64546, 2.94195], [0.16355, 6.50580, 2.66931], [0.48376, 5.27589, 3.87999], [-1.12711, 4.97813, 1.39150], [-1.01018, 3.86240, 2.76675]],
  "forces_ev_per_a": [[-1.1, 0.3, 0.4], [-0.7, 0.0, -0.1], [0.3, 0.0, 0.2], [0.0, 0.1, -0.1], [0.0, -0.1, 0.0], [0.0, 0.1, 0.1], [0.0, 0.0, -0.1], [0.0, -0.1, 0.0], [0.0, 0.0, 0.1], [0.1, 0.1, 0.0], [0.0, 0.0, 0.1], [0.0, 0.0, 0.0], [0.0, 0.0, 0.0], [0.0, 0.0, 0.0], [0.0, 0.0, 0.0], [0.1, -0.1, -0.2], [-0.1, -0.1, 0.1], [0.0, 0.0, 0.0], [0.1, 0.1, 0.0], [-0.1, -0.1, 0.1], [0.1, 0.0, 0.0], [0.3, 0.1, 0.2], [-0.1, 0.0, 0.1], [-0.1, 0.0, -0.1], [0.0, 0.0, 0.0], [0.0, 0.0, -0.1], [0.0, 0.1, -0.1], [0.1, -0.3, 0.2], [-0.1, 0.0, 0.0], [0.1, -0.1, 0.1], [0.0, 0.0, 0.0], [0.1, 0.0, 0.0], [0.0, 0.0, -0.1], [0.1, -0.1, 0.0], [0.1, 0.0, -0.2], [0.0, 0.0, 0.0], [-0.1, 0.0, 0.0], [0.0, 0.0, -0.1], [0.0, 0.0, 0.0], [0.0, 0.0, 0.0], [0.0, 0.0, 0.0], [0.0, 0.0, 0.0], [0.0, 0.0, 0.0], [0.0, 0.0, 0.0], [0.0, 0.1, 0.0], [0.0, 0.0, 0.0], [0.0, 0.0, 0.0], [0.0, 0.0, 0.0], [0.0, 0.0, 0.0], [-0.1, 0.1, 0.1], [0.0, 0.0, 0.0], [0.0, 0.0, 0.0], [0.0, -0.1, 0.0], [0.0, -0.1, 0.1], [0.0, 0.1, 0.0], [0.0, 0.0, 0.0], [0.0, 0.0, 0.0], [0.0, 0.0, 0.0], [0.0, 0.0, 0.0], [0.0, 0.0, 0.0], [0.0, 0.0, 0.0], [0.0, 0.0, 0.0], [0.0, 0.0, 0.0], [0.0, 0.0, 0.0], [0.0, 0.0, 0.0], [0.0, 0.0, 0.0], [0.0, 0.0, 0.0], [0.0, 0.0, 0.0], [0.1, 0.0, -0.2], [0.2, 0.0, 0.4], [0.1, -0.1, -0.3], [-0.2, 0.0, 0.1], [0.3, 0.0, -0.1], [-0.3, -0.1, -0.4], [0.5, 0.2, -0.1], [0.0, 0.0, 0.0], [0.0, 0.0, 0.0], [0.0, 0.0, 0.0], [0.0, 0.0, 0.0], [0.0, 0.0, 0.0], [0.0, -0.1, 0.0], [0.1, 0.0, -0.1], [-0.3, 0.1, -0.1], [0.4, 0.0, 0.0], [0.1, -0.3, -0.2], [0.1, 0.1, 0.2], [0.0, 0.0, 0.0], [0.0, 0.0, 0.0], [-0.1, 0.1, 0.0], [-0.1, 0.1, 0.0], [0.1, -0.3, 0.1], [0.0, 0.0, -0.3], [0.0, 0.0, 0.1], [0.0, 0.0, 0.0], [0.0, 0.0, 0.0], [-0.1, 0.0, 0.0], [0.0, 0.0, 0.0], [0.0, 0.0, 0.0], [0.0, 0.0, 0.0], [0.0, 0.0, 0.0], [0.0, 0.0, 0.0], [0.0, 0.0, 0.0], [0.0, 0.0, 0.0], [0.0, 0.0, 0.0]],
  "gap_ev": [6.05, 4.61],
  "spin_multiplicity": 2,
  "relative_energy_kj_mol": 127.0,
  "homo_ev": [-18.367, -18.367],
  "e_tot_ha": -4050.288618,
  "total_charge": 4
}